[1]
{"formula": "C33H52EuIN10O5P", "method": "ωB97M-V with the def2-TZVPD basis set", "species": ["Eu", "I", "C", "C", "C", "C", "N", "C", "H", "H", "H", "H", "O", "C", "C", "N", "C", "C", "C", "O", "C", "C", "C", "C", "N", "C", "H", "H", "H", "H", "H", "H", "H", "H", "H", "H", "H", "H", "H", "H", "N", "C", "C", "N", "C", "C", "N", "H", "H", "H", "H", "H", "N", "C", "C", "O", "O", "H", "H", "H", "H", "H", "O", "P", "N", "C", "C", "C", "C", "N", "C", "C", "C", "C", "N", "C", "C", "C", "C", "H", "H", "H", "H", "H", "H", "H", "H", "H", "H", "H", "H", "H", "H", "H", "H", "H", "H", "H", "H", "H", "H", "H", "H"], "coordinates": [[11.879, 12.914, 14.492], [13.979, 14.338, 20.205], [14.654, 13.350, 18.424], [15.946, 12.844, 18.141], [16.197, 12.293, 16.879], [15.183, 12.250, 15.926], [13.981, 12.753, 16.218], [13.691, 13.278, 17.410], [16.721, 12.867, 18.910], [17.162, 11.882, 16.636], [15.343, 11.914, 14.914], [12.677, 13.635, 17.612], [10.617, 14.499, 13.844], [9.911, 11.093, 20.452], [10.329, 12.523, 20.134], [9.315, 13.571, 20.363], [8.417, 13.471, 21.487], [6.976, 13.143, 21.039], [9.274, 14.860, 19.750], [8.494, 15.734, 20.125], [10.090, 15.188, 18.552], [10.729, 16.446, 18.336], [11.203, 16.796, 17.046], [10.844, 15.995, 15.964], [10.319, 14.769, 16.207], [10.061, 14.334, 17.456], [10.291, 10.424, 19.670], [8.816, 11.009, 20.459], [10.247, 10.706, 21.427], [10.702, 12.572, 19.098], [11.189, 12.767, 20.767], [8.396, 14.431, 22.009], [8.816, 12.697, 22.173], [6.561, 13.977, 20.477], [6.331, 12.958, 21.914], [6.981, 12.271, 20.390], [10.814, 17.189, 19.142], [11.690, 17.760, 16.874], [11.013, 16.211, 14.912], [9.799, 13.275, 17.544], [17.143, 14.144, 11.707], [15.984, 13.450, 11.659], [14.994, 13.635, 12.681], [13.888, 12.924, 12.596], [13.698, 12.146, 11.497], [14.649, 12.001, 10.513], [15.819, 12.623, 10.635], [17.514, 14.262, 12.653], [17.853, 13.993, 10.990], [15.103, 14.419, 13.446], [12.702, 11.698, 11.396], [14.517, 11.331, 9.666], [8.264, 13.286, 15.000], [8.041, 12.100, 15.887], [9.405, 11.133, 15.959], [9.097, 9.922, 15.970], [10.539, 11.738, 16.062], [7.401, 13.830, 15.047], [8.423, 13.115, 13.985], [9.150, 13.859, 15.299], [7.156, 11.545, 15.579], [7.827, 12.514, 16.864], [10.819, 11.192, 12.928], [10.111, 10.192, 12.023], [10.981, 8.762, 11.992], [10.588, 7.307, 11.916], [11.855, 6.562, 11.441], [12.994, 7.369, 12.053], [12.430, 8.777, 12.325], [10.092, 10.884, 10.509], [10.001, 10.066, 9.256], [9.873, 11.083, 8.124], [10.524, 12.352, 8.631], [10.217, 12.302, 10.130], [8.450, 9.746, 12.354], [7.904, 8.778, 13.366], [6.348, 9.020, 13.383], [6.165, 10.382, 12.773], [7.285, 10.424, 11.740], [9.767, 7.139, 11.204], [10.279, 6.965, 12.920], [11.891, 6.631, 10.352], [11.824, 5.476, 11.677], [13.894, 7.428, 11.443], [13.333, 6.955, 13.013], [12.942, 9.542, 11.720], [12.617, 9.052, 13.371], [9.168, 9.363, 9.268], [10.925, 9.489, 9.096], [8.822, 11.310, 7.897], [10.260, 10.765, 7.155], [10.180, 13.268, 8.118], [11.622, 12.316, 8.473], [9.295, 12.853, 10.331], [10.952, 12.860, 10.720], [8.309, 9.006, 14.362], [8.193, 7.738, 13.142], [5.863, 8.934, 14.326], [5.817, 8.273, 12.768], [6.094, 11.159, 13.531], [5.174, 10.447, 12.259], [7.517, 11.413, 11.310], [6.861, 9.812, 10.884]], "mulliken_spin": [6.933, 0.000, -0.002, 0.009, 0.005, -0.002, 0.031, 0.010, 0.001, 0.000, -0.004, -0.003, -0.065, 0.000, 0.004, 0.000, 0.000, 0.000, 0.001, 0.000, 0.003, 0.001, -0.001, 0.004, -0.004, 0.001, 0.000, 0.000, 0.000, -0.004, 0.000, 0.000, 0.000, 0.000, 0.000, 0.000, 0.000, 0.000, 0.004, 0.004, 0.000, 0.000, 0.000, 0.034, 0.010, 0.005, 0.007, 0.000, 0.000, -0.002, -0.022, 0.000, 0.005, -0.002, 0.005, 0.000, -0.002, -0.002, 0.003, 0.006, 0.000, 0.000, 0.006, 0.005, 0.005, 0.000, 0.000, 0.003, 0.000, 0.002, 0.000, 0.000, 0.002, -0.002, 0.002, 0.000, 0.000, 0.000, 0.000, 0.000, 0.000, 0.000, 0.000, 0.000, 0.000, -0.004, 0.004, 0.000, 0.000, 0.000, 0.000, 0.000, 0.000, 0.000, 0.006, 0.000, 0.000, 0.000, 0.000, 0.000, 0.000, 0.000, 0.000], "orbital_gap_ev": [4.49, 5.18], "s_squared": 15.7646, "spin_multiplicity": 8, "e_homo_ev": [-4.33, -5.03]}

[2]
{"formula": "C33H52F6I2N5O9PPbSi", "method": "ωB97M-V with the def2-TZVPD basis set", "species": ["Pb", "I", "C", "C", "C", "I", "C", "O", "C", "C", "N", "C", "C", "C", "C", "C", "C", "N", "C", "H", "H", "H", "H", "H", "H", "H", "H", "H", "H", "H", "C", "C", "C", "O", "C", "O", "O", "H", "H", "H", "H", "H", "H", "H", "F", "P", "F", "F", "F", "F", "F", "C", "N", "C", "C", "O", "N", "C", "N", "H", "H", "H", "H", "H", "H", "H", "C", "C", "C", "C", "O", "Si", "O", "O", "C", "C", "C", "C", "O", "C", "C", "C", "C", "H", "H", "H", "H", "H", "H", "H", "H", "H", "H", "H", "H", "H", "H", "H", "H", "H", "H", "H", "H", "H", "H", "H", "H", "H", "H", "H"], "coordinates": [[11.497, 14.121, 14.401], [16.683, 19.537, 16.013], [15.761, 17.723, 15.489], [16.143, 16.924, 14.393], [15.489, 15.706, 14.244], [15.863, 14.519, 12.557], [14.515, 15.204, 15.132], [13.815, 14.140, 14.880], [14.179, 15.992, 16.235], [12.988, 15.617, 17.009], [11.689, 15.716, 16.260], [11.456, 17.038, 15.786], [12.105, 17.368, 14.495], [12.818, 18.533, 14.270], [13.370, 18.804, 13.061], [13.233, 17.931, 12.003], [12.615, 16.718, 12.306], [12.132, 16.425, 13.521], [14.829, 17.190, 16.425], [16.762, 17.317, 13.606], [12.907, 16.186, 17.959], [13.101, 14.566, 17.379], [10.922, 15.426, 16.825], [11.799, 17.758, 16.493], [10.367, 17.136, 15.725], [12.946, 19.248, 15.088], [13.931, 19.667, 12.835], [13.646, 18.173, 11.047], [12.692, 15.859, 11.610], [14.710, 17.805, 17.338], [7.732, 13.239, 14.015], [8.597, 14.337, 14.480], [8.828, 15.529, 13.610], [8.543, 14.662, 15.805], [6.320, 8.906, 16.375], [5.224, 8.532, 16.186], [7.435, 9.195, 16.628], [6.675, 13.391, 14.166], [8.074, 12.295, 14.539], [7.916, 13.064, 12.945], [7.915, 16.020, 13.440], [9.180, 15.263, 12.601], [9.530, 16.214, 14.125], [8.366, 13.811, 16.273], [10.489, 11.024, 16.328], [10.574, 11.810, 17.779], [12.210, 11.806, 17.717], [10.590, 10.430, 18.598], [10.601, 12.728, 19.082], [10.544, 13.195, 16.837], [8.976, 11.968, 17.825], [14.468, 9.311, 17.687], [13.708, 9.607, 16.489], [12.433, 9.003, 16.063], [12.129, 9.874, 14.868], [11.199, 9.442, 14.058], [12.833, 10.931, 14.823], [13.716, 10.795, 15.886], [14.592, 11.754, 16.023], [13.845, 8.712, 18.327], [14.698, 10.285, 18.148], [15.410, 8.854, 17.492], [11.713, 9.114, 16.822], [12.510, 7.949, 15.715], [14.351, 12.699, 15.535], [15.227, 11.839, 16.782], [15.031, 8.345, 12.423], [14.385, 9.506, 11.663], [14.967, 10.869, 12.108], [14.627, 9.222, 10.178], [13.020, 9.525, 12.021], [11.544, 9.759, 11.557], [10.760, 10.383, 13.056], [10.726, 8.415, 11.141], [10.631, 7.252, 10.339], [10.771, 7.691, 8.871], [11.749, 6.279, 10.654], [9.219, 6.722, 10.420], [11.457, 10.925, 10.337], [11.147, 12.354, 10.314], [11.290, 12.993, 8.898], [9.732, 12.483, 10.839], [12.026, 13.095, 11.283], [16.128, 8.408, 12.240], [14.691, 7.377, 12.078], [14.908, 8.398, 13.521], [16.121, 10.839, 12.110], [14.639, 11.144, 13.132], [14.630, 11.592, 11.372], [15.701, 9.339, 9.959], [14.149, 9.945, 9.525], [14.293, 8.203, 9.868], [11.805, 8.024, 8.583], [10.069, 8.472, 8.551], [10.456, 6.843, 8.291], [12.692, 6.890, 10.510], [11.694, 5.362, 10.029], [11.615, 5.989, 11.694], [8.568, 7.391, 9.833], [8.878, 6.683, 11.439], [9.125, 5.674, 9.971], [10.721, 12.443, 8.072], [12.312, 13.094, 8.558], [10.895, 14.035, 8.915], [9.031, 11.855, 10.291], [9.530, 13.505, 10.572], [9.590, 12.360, 11.905], [13.021, 13.265, 10.952], [12.212, 12.593, 12.205], [11.597, 14.092, 11.428]], "mulliken_spin": [-0.087, 0.000, 0.004, -0.001, 0.008, 0.000, -0.010, -0.004, 0.003, 0.002, 0.012, 0.004, -0.004, -0.001, 0.000, 0.001, 0.000, 0.021, -0.002, 0.000, 0.000, 0.002, -0.004, 0.000, -0.002, 0.000, 0.000, 0.000, 0.001, 0.000, 0.029, 0.759, 0.019, 0.155, 0.000, 0.000, 0.000, 0.022, 0.024, -0.014, 0.039, 0.000, -0.006, -0.009, 0.004, 0.002, 0.000, 0.000, 0.000, -0.002, 0.000, 0.000, 0.000, 0.000, 0.006, 0.001, -0.008, 0.004, 0.001, 0.000, 0.000, 0.000, 0.000, 0.000, -0.006, 0.000, 0.000, 0.000, 0.000, 0.000, 0.000, 0.002, 0.011, 0.001, 0.000, 0.000, 0.000, 0.000, 0.001, 0.005, 0.000, -0.019, 0.008, 0.000, 0.000, 0.000, 0.000, 0.001, 0.000, 0.000, 0.000, 0.000, 0.000, 0.000, 0.000, 0.000, 0.000, 0.000, 0.000, 0.000, 0.000, 0.000, 0.000, 0.000, 0.000, -0.002, 0.021, 0.004, 0.005, 0.001], "orbital_gap_ev": [7.32, 7.76], "s_squared": 0.7537, "spin_multiplicity": 2, "e_homo_ev": [-9.63, -10.36], "total_charge": 1}